P | Below is a 13-piece molecular cluster, C42H118N8O13 overall, with properties calculated with ωB97M-V/def2-TZVPD.

Each line ends with the Mulliken charge.
Cartesian coordinates (Å):
1 C 2.213 3.782 -4.872  -1.813
2 C 2.995 2.522 -4.350  2.434
3 C 3.213 1.498 -5.476  -0.528
4 O 4.033 1.940 -6.567  -0.426
5 C 4.290 1.081 -7.657  -0.738
6 N 4.238 2.978 -3.757  -0.757
7 H 2.692 4.075 -5.806  0.512
8 H 2.295 4.570 -4.123  0.447
9 H 1.152 3.600 -5.042  0.241
10 H 2.440 1.968 -3.594  -1.307
11 H 2.229 1.226 -5.856  0.306
12 H 3.740 0.653 -5.033  0.191
13 H 5.014 1.484 -8.365  0.285
14 H 3.376 0.960 -8.239  0.265
15 H 4.627 0.081 -7.387  0.281
16 H 4.860 2.183 -3.805  0.242
17 H 4.548 3.622 -4.471  0.362
18 C -5.672 -5.853 4.473  -1.586
19 C -4.673 -5.613 3.340  1.234
20 C -3.321 -6.309 3.396  -0.733
21 O -2.621 -6.401 2.145  -0.481
22 C -1.900 -5.160 1.805  -0.525
23 N -5.368 -6.007 2.094  -0.751
24 H -5.307 -5.483 5.431  0.359
25 H -5.986 -6.889 4.603  0.410
26 H -6.575 -5.273 4.280  0.374
27 H -4.552 -4.533 3.265  -0.359
28 H -3.400 -7.328 3.778  0.416
29 H -2.690 -5.848 4.156  0.292
30 H -1.086 -4.991 2.511  0.315
31 H -2.519 -4.264 1.850  0.200
32 H -1.608 -5.099 0.757  0.210
33 H -4.655 -6.115 1.387  0.258
34 H -5.584 -6.994 2.085  0.269
35 C -4.331 -1.629 5.139  -1.360
36 C -3.096 -1.460 4.246  1.038
37 C -2.222 -0.233 4.638  -1.228
38 O -0.964 -0.215 4.020  0.448
39 C -0.061 0.763 4.539  -0.793
40 N -2.335 -2.686 4.173  -0.198
41 H -4.180 -1.560 6.217  0.424
42 H -4.627 -2.677 5.083  0.190
43 H -5.196 -1.068 4.785  0.341
44 H -3.377 -1.215 3.221  -0.278
45 H -2.243 -0.171 5.726  0.429
46 H -2.689 0.702 4.330  0.482
47 H 0.903 0.835 4.035  -0.418
48 H 0.115 0.692 5.613  0.437
49 H -0.612 1.691 4.385  0.527
50 H -1.507 -2.450 3.645  -0.301
51 H -1.819 -2.723 5.041  0.334
52 C 1.416 3.484 6.984  -1.431
53 C 2.242 4.486 6.152  0.451
54 C 2.205 4.181 4.659  -0.585
55 O 2.750 2.879 4.411  -0.346
56 C 2.642 2.445 3.071  -0.837
57 N 1.763 5.808 6.377  -0.756
58 H 1.909 2.517 7.081  0.309
59 H 0.367 3.454 6.688  0.250
60 H 1.469 3.796 8.027  0.449
61 H 3.273 4.519 6.504  0.352
62 H 2.560 4.932 3.953  0.345
63 H 1.160 3.946 4.456  0.232
64 H 1.644 2.398 2.633  0.449
65 H 2.912 1.390 3.025  -0.184
66 H 3.307 2.956 2.376  0.660
67 H 2.430 6.430 5.943  0.301
68 H 0.921 6.005 5.855  0.274
69 C 3.853 -2.740 0.836  -1.207
70 C 2.611 -2.994 1.741  -0.096
71 C 2.399 -1.885 2.716  1.071
72 O 3.269 -2.243 3.773  -0.546
73 C 3.407 -1.206 4.726  -0.477
74 N 1.411 -3.205 0.959  -0.407
75 H 4.828 -2.505 1.261  0.396
76 H 3.583 -1.903 0.192  -0.178
77 H 4.145 -3.501 0.113  0.408
78 H 2.710 -3.886 2.359  0.396
79 H 1.421 -1.915 3.196  0.073
80 H 2.715 -0.907 2.353  -0.436
81 H 3.967 -0.387 4.275  0.234
82 H 3.931 -1.630 5.582  0.329
83 H 2.414 -0.850 5.000  0.093
84 H 0.722 -3.672 1.531  0.232
85 H 0.980 -2.350 0.636  0.423
86 C -0.289 2.411 -1.853  -1.020
87 C -0.511 1.342 -0.735  1.687
88 C -0.040 -0.107 -1.062  1.028
89 O 0.039 -0.903 0.112  0.869
90 C -1.254 -1.101 0.810  1.928
91 N 0.259 1.878 0.355  -0.113
92 H -0.619 3.405 -1.548  0.462
93 H -0.842 2.120 -2.747  0.281
94 H 0.732 2.522 -2.219  -0.286
95 H -1.529 1.229 -0.363  -1.255
96 H 0.986 -0.014 -1.418  -1.977
97 H -0.570 -0.593 -1.882  0.383
98 H -1.556 -0.196 1.338  -0.697
99 H -1.098 -1.778 1.650  -1.172
100 H -2.001 -1.500 0.123  -0.172
101 H 1.226 1.861 0.062  -0.157
102 H 0.153 1.193 1.089  -0.147
103 C 4.219 0.573 -1.089  -0.282
104 C 4.144 1.946 -0.451  1.614
105 C 5.458 2.659 -0.153  -1.199
106 O 6.088 2.038 0.982  -0.165
107 C 7.398 2.419 1.220  -0.918
108 N 3.139 2.715 -1.109  0.083
109 H 4.613 0.648 -2.102  0.152
110 H 3.286 0.010 -1.120  -0.984
111 H 4.946 0.047 -0.470  0.679
112 H 3.695 1.735 0.519  -1.021
113 H 5.227 3.692 0.108  0.486
114 H 5.926 2.633 -1.137  0.512
115 H 7.435 3.475 1.488  0.345
116 H 8.058 2.261 0.367  0.336
117 H 7.771 1.870 2.085  0.225
118 H 3.512 2.858 -2.036  -0.063
119 H 3.092 3.660 -0.755  0.068
120 C -6.375 -2.324 -3.857  -1.642
121 C -4.975 -1.683 -3.689  0.604
122 C -4.637 -1.402 -2.193  -1.050
123 O -3.581 -0.504 -2.050  0.337
124 C -3.895 0.835 -2.441  -0.575
125 N -4.030 -2.442 -4.511  -0.688
126 H -6.414 -2.948 -4.751  0.412
127 H -7.196 -1.608 -3.856  0.378
128 H -6.476 -3.045 -3.046  0.322
129 H -5.085 -0.714 -4.176  0.320
130 H -4.310 -2.330 -1.725  0.399
131 H -5.486 -1.049 -1.607  0.418
132 H -3.846 0.940 -3.525  0.181
133 H -3.076 1.464 -2.091  -0.138
134 H -4.878 1.144 -2.086  0.418
135 H -3.872 -3.298 -3.999  0.294
136 H -3.113 -2.036 -4.629  0.158
137 C 1.827 -1.869 -3.805  0.217
138 C 3.274 -2.238 -3.312  0.259
139 O 3.526 -3.581 -3.525  -0.619
140 H 1.600 -0.838 -3.532  -0.327
141 H 1.021 -2.396 -3.295  -0.255
142 H 1.751 -1.948 -4.890  0.505
143 H 3.403 -2.030 -2.250  -0.207
144 H 4.033 -1.693 -3.873  0.121
145 H 3.154 -4.058 -2.779  0.378
146 C 1.328 5.897 -1.099  -0.581
147 C 0.701 5.677 0.228  0.242
148 O 0.358 6.911 0.940  -0.581
149 H 1.586 4.959 -1.591  -0.219
150 H 2.243 6.487 -1.139  0.408
151 H 0.708 6.426 -1.823  0.406
152 H 1.255 5.008 0.887  -0.005
153 H -0.231 5.160 -0.002  0.124
154 H -0.300 7.297 0.357  0.341
155 C -1.484 -3.673 -2.519  -0.238
156 C -2.098 -5.018 -2.542  -0.434
157 O -3.433 -4.813 -2.885  -0.467
158 H -0.592 -3.809 -1.908  0.432
159 H -2.130 -2.991 -1.966  -0.290
160 H -1.184 -3.285 -3.493  0.246
161 H -2.130 -5.416 -1.528  0.116
162 H -1.568 -5.722 -3.183  0.359
163 H -3.855 -5.626 -3.172  0.222
164 C -3.667 1.604 1.312  -0.510
165 C -4.818 1.999 2.256  -0.301
166 O -5.934 2.020 1.377  -0.525
167 H -3.955 0.617 0.948  0.077
168 H -2.667 1.554 1.744  0.072
169 H -3.541 2.221 0.422  0.426
170 H -4.653 2.957 2.750  0.348
171 H -4.965 1.186 2.967  0.073
172 H -6.731 2.145 1.899  0.313
173 C -0.759 0.501 -5.556  0.555
174 C -0.902 1.233 -6.864  -0.573
175 O -0.869 2.615 -6.681  -0.536
176 H -1.532 0.761 -4.833  -0.268
177 H 0.127 0.798 -4.993  -0.532
178 H -0.781 -0.579 -5.703  0.324
179 H -1.846 1.031 -7.370  0.402
180 H -0.070 1.010 -7.531  0.318
181 H -0.578 2.998 -7.512  0.317

Output
Net charge: 0
Molar mass in g/mol: 943.4
Kohn-Sham gap in Eh: 0.33949


Q | Below is a 13-piece molecular cluster, C42H118N8O13 overall, with properties calculated with ωB97M-V/def2-TZVPD.

Each line ends with the Mulliken charge.
Cartesian coordinates (Å):
1 C -0.336 -0.816 0.730  -0.214
2 C -0.834 0.360 -0.065  0.961
3 O 0.156 1.322 -0.285  -0.210
4 H 0.231 -0.533 1.617  0.109
5 H 0.359 -1.446 0.174  0.181
6 H -1.182 -1.405 1.084  -0.580
7 H -1.732 0.780 0.388  0.100
8 H -1.226 0.129 -1.055  -0.416
9 H -0.055 1.926 -1.000  0.222
10 C -2.337 -5.478 2.991  -1.289
11 C -2.931 -4.127 2.707  1.316
12 O -4.353 -4.154 2.634  -0.601
13 H -2.613 -5.882 3.965  0.567
14 H -1.254 -5.361 2.962  -0.058
15 H -2.568 -6.217 2.224  0.458
16 H -2.484 -3.800 1.768  -0.562
17 H -2.557 -3.443 3.469  -0.101
18 H -4.677 -4.824 3.241  0.330
19 C -4.332 3.235 -1.267  -1.708
20 C -3.636 1.936 -1.608  1.967
21 O -3.766 1.676 -2.985  -0.717
22 H -3.972 3.557 -0.290  0.273
23 H -5.394 2.991 -1.247  0.430
24 H -4.146 4.050 -1.967  0.316
25 H -4.119 1.181 -0.988  -0.083
26 H -2.555 1.933 -1.463  -0.674
27 H -4.159 0.810 -3.122  0.429
28 C -4.188 -0.582 1.065  1.147
29 C -5.439 -1.357 0.849  -1.015
30 O -5.166 -2.686 0.437  -0.551
31 H -3.495 -1.173 1.665  -0.075
32 H -4.477 0.352 1.546  0.277
33 H -3.674 -0.445 0.113  -0.887
34 H -6.004 -0.846 0.069  0.392
35 H -6.095 -1.371 1.719  0.433
36 H -4.813 -3.151 1.200  0.228
37 C 0.264 -2.550 4.315  0.096
38 C 1.753 -2.657 4.004  -0.493
39 O 1.873 -3.673 3.036  -0.460
40 H -0.344 -2.336 3.436  -0.311
41 H 0.068 -1.730 5.006  -0.078
42 H -0.155 -3.451 4.762  0.489
43 H 2.349 -2.865 4.893  0.380
44 H 2.091 -1.704 3.599  0.052
45 H 1.807 -4.512 3.498  0.274
46 C 0.100 -8.709 1.933  -1.295
47 C 1.115 -7.830 1.164  0.384
48 C 0.758 -6.351 0.890  0.109
49 O -0.397 -6.245 -0.010  -0.528
50 C -0.708 -4.860 -0.313  -0.278
51 N 2.473 -7.845 1.765  -0.622
52 H -0.842 -8.932 1.432  0.315
53 H -0.188 -8.164 2.833  0.297
54 H 0.527 -9.664 2.237  0.388
55 H 1.176 -8.203 0.142  0.177
56 H 1.521 -5.826 0.316  0.437
57 H 0.625 -5.834 1.841  -0.377
58 H -1.734 -4.828 -0.679  0.249
59 H 0.037 -4.531 -1.038  0.509
60 H -0.629 -4.170 0.526  -0.165
61 H 2.697 -8.736 2.185  0.228
62 H 3.188 -7.646 1.079  0.239
63 C 1.647 -1.656 -7.283  -0.957
64 C 2.115 -2.805 -6.379  0.560
65 C 1.654 -2.833 -4.940  -0.542
66 O 1.812 -1.621 -4.249  -0.453
67 C 1.244 -1.603 -2.936  0.007
68 N 1.736 -4.029 -7.031  -0.803
69 H 2.033 -0.757 -6.802  -0.118
70 H 0.557 -1.652 -7.299  0.246
71 H 2.042 -1.824 -8.285  0.497
72 H 3.203 -2.743 -6.358  0.321
73 H 2.109 -3.672 -4.415  0.404
74 H 0.600 -3.077 -5.074  0.026
75 H 0.265 -2.075 -3.010  0.036
76 H 1.147 -0.556 -2.647  -0.199
77 H 1.943 -2.147 -2.301  0.440
78 H 2.110 -4.079 -7.968  0.293
79 H 0.744 -4.073 -7.214  0.256
80 C 4.664 4.026 -1.582  -1.297
81 C 4.086 4.329 -0.204  0.434
82 C 2.590 4.128 -0.190  -0.158
83 O 1.927 4.924 -1.200  -0.223
84 C 1.847 6.298 -0.973  -1.048
85 N 4.695 3.377 0.755  -0.662
86 H 5.749 4.008 -1.475  0.467
87 H 4.481 4.744 -2.382  0.284
88 H 4.388 2.998 -1.818  0.279
89 H 4.278 5.347 0.137  0.404
90 H 2.143 4.393 0.768  0.464
91 H 2.403 3.076 -0.400  -0.348
92 H 1.400 6.545 -0.010  0.377
93 H 1.208 6.642 -1.786  0.253
94 H 2.852 6.684 -1.143  0.307
95 H 5.687 3.509 0.623  0.252
96 H 4.420 2.454 0.453  0.097
97 C -0.681 4.869 -3.919  -1.735
98 C -0.467 3.384 -3.575  0.785
99 C 0.643 2.716 -4.363  -0.724
100 O 0.261 2.710 -5.698  -0.355
101 C 1.308 2.283 -6.604  -0.862
102 N -0.271 3.299 -2.142  0.556
103 H -1.611 5.246 -3.493  0.358
104 H -0.703 5.042 -4.995  0.447
105 H 0.112 5.511 -3.537  0.212
106 H -1.396 2.841 -3.747  0.071
107 H 0.873 1.706 -4.027  0.173
108 H 1.530 3.325 -4.188  0.766
109 H 1.799 1.340 -6.364  0.243
110 H 2.053 3.067 -6.736  0.390
111 H 0.905 2.094 -7.599  0.312
112 H 0.654 3.685 -2.017  -0.471
113 H -0.830 4.026 -1.719  -0.458
114 C -3.219 -2.789 -3.041  -1.729
115 C -3.497 -1.347 -3.308  2.499
116 C -3.520 -1.094 -4.839  -0.877
117 O -2.238 -1.331 -5.433  -0.385
118 C -1.358 -0.250 -5.304  0.143
119 N -4.759 -1.070 -2.662  -0.626
120 H -4.025 -3.396 -3.454  0.383
121 H -2.986 -2.944 -1.988  0.316
122 H -2.270 -3.059 -3.506  0.332
123 H -2.734 -0.729 -2.835  -1.318
124 H -3.840 -0.077 -5.065  0.346
125 H -4.188 -1.799 -5.334  0.406
126 H -1.530 0.291 -4.373  -0.043
127 H -1.521 0.461 -6.115  0.409
128 H -0.364 -0.679 -5.423  -0.284
129 H -4.717 -1.487 -1.743  0.049
130 H -5.530 -1.513 -3.141  0.272
131 C 7.723 -0.899 0.210  -1.454
132 C 7.141 0.307 0.999  0.763
133 C 5.691 -0.011 1.503  -0.722
134 O 4.791 -0.316 0.467  -0.354
135 C 3.411 -0.341 0.759  0.150
136 N 8.107 0.840 1.997  -0.695
137 H 8.179 -1.682 0.815  0.332
138 H 8.603 -0.581 -0.351  0.402
139 H 7.059 -1.300 -0.556  0.306
140 H 7.026 1.064 0.223  0.006
141 H 5.397 0.818 2.146  0.364
142 H 5.725 -0.834 2.217  0.444
143 H 3.271 -0.774 1.749  -0.063
144 H 2.898 -0.884 -0.035  -0.025
145 H 2.932 0.637 0.789  0.168
146 H 8.821 1.284 1.438  0.256
147 H 7.729 1.443 2.715  0.234
148 C -2.982 6.627 4.452  -1.461
149 C -2.986 5.118 4.148  0.212
150 C -1.874 4.706 3.042  -0.196
151 O -2.236 5.376 1.848  -0.447
152 C -1.293 5.117 0.783  -0.714
153 N -2.682 4.411 5.373  -0.735
154 H -2.093 6.952 4.993  0.311
155 H -3.908 6.838 4.987  0.388
156 H -3.090 7.160 3.507  0.330
157 H -3.946 4.888 3.685  0.357
158 H -1.950 3.638 2.837  0.157
159 H -0.871 4.991 3.359  0.282
160 H -0.835 4.127 0.779  0.342
161 H -0.571 5.932 0.812  0.286
162 H -1.768 5.248 -0.190  0.201
163 H -1.721 4.525 5.661  0.280
164 H -2.691 3.438 5.104  0.530
165 C -0.706 1.810 7.593  -1.628
166 C -0.385 0.862 6.459  0.587
167 C -0.538 1.470 5.038  -0.771
168 O -1.897 1.830 4.603  -0.306
169 C -2.530 0.670 4.093  -0.658
170 N 0.931 0.298 6.748  -0.569
171 H -1.690 2.279 7.578  0.353
172 H 0.095 2.548 7.642  0.376
173 H -0.762 1.304 8.557  0.440
174 H -1.055 0.004 6.501  0.274
175 H -0.004 0.879 4.294  0.038
176 H -0.012 2.421 5.126  0.429
177 H -2.131 0.538 3.087  0.014
178 H -3.616 0.709 4.010  0.428
179 H -2.385 -0.260 4.642  0.264
180 H 0.781 -0.137 7.647  0.309
181 H 1.632 1.010 6.895  0.280

Output
Net charge: 0
Molar mass in g/mol: 943.4
Kohn-Sham gap in Eh: 0.33897


Question: which arrangement is favored energetically? Ranking from most to least stable: Q, P.